Entry 1:
This record from the OMol25 dataset describes a structure of composition C2H3Br3O2. The level of theory is ωB97M-V/def2-TZVPD.

HOMO-LUMO gap (spin up / spin down) = 8.583 / 5.674 eV
E_HOMO (spin up / spin down) = -8.13 / -10.20 eV
DFT total energy = -7950.3867 a.u.
charge = 0
LUMO energy (spin up / spin down) = 0.0168 / -0.1663 hartree
2S+1 = 3

Atoms and positions in Å:
O: -0.9472 -0.0908 1.2607
H: -0.8391 -1.7110 -0.0841
H: -0.9368 1.0940 -0.8685
C: -0.5319 -0.5253 -0.0306
Br: 0.7603 2.4375 -0.1671
Br: 1.7750 -0.9090 1.3991
C: 0.9567 -0.4606 -0.1536
O: -1.2228 0.0897 -0.9764
Br: 1.9482 -0.7494 -1.6370
H: -0.9623 0.8249 1.2576

Entry 2:
This record from the OMol25 dataset describes the ion C3H5BrN3O2 with charge +1. The level of theory is ωB97M-V/def2-TZVPD.

HOMO-LUMO gap (spin up / spin down) = 7.126 / 7.018 eV
SMILES = [H]/N=[NH+]/C=C(Br)\C=[N+](\[O-])O
E_HOMO (spin up / spin down) = -13.64 / -13.76 eV
DFT total energy = -3005.5697 a.u.
charge = +1
LUMO energy (spin up / spin down) = -0.2394 / -0.2479 hartree
2S+1 = 1

Atoms and positions in Å:
N: -0.6214 -2.4612 -0.0619
C: -0.8870 0.7595 -0.0481
H: 2.3681 1.2382 -0.1746
Br: -3.5300 0.3536 -0.0500
H: -2.5254 -2.2722 0.0307
C: -1.6923 -1.6964 -0.0290
N: 0.4714 1.0883 -0.0399
N: 1.5960 0.5995 -0.4022
O: -0.3769 -3.6275 0.0619
H: -1.4234 1.7282 0.2243
H: 0.3954 2.0724 0.1619
O: 0.4684 -1.5613 -0.1285
H: 1.3172 -2.0027 -0.3033
C: -1.7378 -0.3195 -0.1290

Entry 3:
This record from the OMol25 dataset describes a structure of composition C32H28BN6O3RhS5Sb. The level of theory is ωB97M-V/def2-TZVPD.

HOMO-LUMO gap (spin up / spin down) = 4.307 / 5.929 eV
E_HOMO (spin up / spin down) = -3.11 / -4.80 eV
DFT total energy = -4156.9457 a.u.
charge = -1
LUMO energy (spin up / spin down) = 0.0440 / 0.0413 hartree
2S+1 = 5

Atoms and positions in Å:
C: 4.2216 1.7480 -1.2312
C: 0.0540 0.3807 3.9296
C: -1.8677 -4.7459 0.9270
C: 2.6938 4.7616 2.2559
C: 0.9820 3.5531 2.8772
H: -2.9894 1.7091 4.6734
C: -3.1282 -3.6047 -1.2050
H: 4.4060 -2.9354 -3.4587
S: 1.8373 -0.9131 5.3272
C: -1.1732 -3.8326 0.1106
C: -2.1029 0.4053 -6.1396
H: 4.7780 2.3243 -1.9383
H: -1.2872 -5.0851 1.8002
H: 1.4571 5.1890 4.2142
H: 2.7515 -4.6444 -2.5017
H: 3.4777 5.5249 2.1890
C: -1.9489 -1.3964 -4.5218
S: -3.6817 -0.6279 -1.0460
O: -4.3628 3.6978 3.6038
C: -1.9835 1.3141 4.6745
H: -2.5128 -1.6061 -6.6183
H: 2.5424 4.2036 -0.8256
C: -3.0005 0.8593 -0.4020
H: -3.5304 -3.2342 -2.1402
C: 1.7658 -0.9094 -2.8225
O: -3.5782 1.6970 0.2554
H: 3.6315 -0.5785 -3.8273
Rh: 0.9135 1.0242 1.1310
B: 3.1558 3.6230 -0.0095
N: 1.4286 3.0252 1.7095
C: 0.8468 -1.8203 -2.3156
H: -2.3177 0.7548 -7.1838
S: -5.1714 3.3761 2.4231
O: -5.9379 2.1246 2.3875
C: 1.6658 4.7028 3.2602
C: -3.7952 -4.5260 -0.3985
C: -1.3451 0.8867 -3.8268
H: 0.0318 3.1775 3.2572
C: -3.2174 -4.9776 0.7802
H: 1.5236 0.1438 -2.8098
C: -1.6180 1.1158 5.9965
N: 3.2636 2.1531 -0.4595
C: -0.4746 0.3793 6.2942
H: -0.2338 0.1985 7.3371
C: 2.9725 -1.3378 -3.3429
C: 1.1326 -3.1651 -2.4250
N: 1.1413 0.2147 3.0757
Sb: -1.2951 -1.0912 -1.5850
H: 3.1765 -0.9431 0.2736
H: -4.8539 -4.7124 -0.6700
N: -1.6434 0.8513 -0.7350
N: 2.7808 1.0755 0.2574
C: -1.1690 0.9301 3.5839
H: 0.2982 -3.8226 -2.3469
H: -1.0152 1.6413 -3.1278
N: 2.5700 3.7607 1.3796
H: 5.1040 -0.2695 -1.6733
H: -0.1087 -3.5474 0.4145
C: 0.2822 -0.0888 5.2768
H: -1.5140 1.0300 2.5813
H: -2.0868 -2.5097 -4.2217
H: -3.7224 -5.6339 1.4857
H: 4.2771 4.1326 0.2169
C: -2.2251 -0.9669 -5.7978
C: 2.4565 -3.5943 -2.7444
C: 3.3805 -2.6752 -3.2004
H: -1.3638 2.3490 -5.3861
C: -1.8473 -3.1147 -0.8740
C: 3.4527 -0.0304 -0.1464
C: 4.4116 0.3475 -1.1112
C: -1.6215 1.3078 -5.1767
H: -2.2402 1.5248 6.8349
C: 2.1438 -0.3496 3.6987
H: 3.1081 -0.5288 3.2018
C: -1.6573 -0.4307 -3.5334
S: 0.1545 -1.0708 0.4409
S: -0.6493 2.1018 -0.3562

Entry 4:
This record from the OMol25 dataset describes a cluster of 3 separate species, C32H45N4O12 in total. The level of theory is ωB97M-V/def2-TZVPD.

HOMO-LUMO gap = 8.149 eV
E_HOMO = -11.21 eV
DFT total energy = -2367.9806 a.u.
charge = +1
LUMO energy = -0.1123 hartree
2S+1 = 1

Atoms and positions in Å:
H: -3.8714 -1.0271 -3.5754
O: 4.0695 1.9196 2.4719
H: 2.5220 -2.6463 0.2624
C: -2.3893 -2.3925 -2.8804
H: -2.4375 -1.0363 -4.4522
H: -1.3845 -2.5657 -3.1790
H: 0.5114 0.2623 -4.0232
C: 2.5275 8.2081 -1.6479
C: -1.4101 -2.1885 -0.6547
H: 1.0359 -0.0261 3.8394
H: -5.3338 -2.0553 2.8382
C: 1.3038 6.2168 -2.6456
C: 2.0847 -1.7142 3.3747
H: -3.5003 -0.7527 3.3524
C: 0.9571 -3.6593 1.2399
C: 6.0620 2.9951 1.6585
O: 1.6428 -2.3812 4.2842
H: -6.3227 -4.8648 -0.5505
O: -4.8320 -4.2522 -1.8354
H: 0.7538 -4.1364 0.3162
H: -5.7575 0.3957 3.1816
C: 6.2934 3.3084 -0.7323
C: 3.6705 6.0731 -2.2313
H: -5.8467 -5.9393 -1.7759
H: -4.3716 1.3791 3.1855
C: 4.7330 2.3285 1.4139
H: -1.8188 -2.0966 2.5632
H: -5.1609 1.0777 1.7051
H: -5.5076 -2.8656 -0.4955
H: -0.4976 6.5091 -2.8983
H: -4.8608 -5.8783 0.8642
H: 4.5137 -2.4404 1.3270
H: -5.4047 -1.4388 1.2269
C: -4.0008 -0.5230 2.4417
C: -4.7504 -1.7239 2.0228
C: 4.2315 2.1717 0.1884
N: -2.4028 -2.4235 -1.4336
N: 2.6964 -2.3741 2.2609
H: -5.0210 -2.2642 -2.0195
C: 4.9534 2.6517 -0.9483
C: -3.1491 -2.6466 0.5100
H: -0.4990 -1.3318 1.8583
H: -2.6990 0.9603 -3.0822
H: -3.0072 -3.1738 -3.2307
C: 1.8582 -2.4574 1.0631
C: -4.5537 -5.9735 -0.1434
C: 3.6539 7.4796 -1.6905
H: 4.5528 -1.6884 2.8649
O: 4.7349 5.4845 -2.2440
C: -4.8903 0.6468 2.6283
H: 4.6112 2.1511 3.2505
C: -4.7893 -2.9859 -1.2639
H: 6.2937 3.5071 -2.5636
H: -3.2481 -0.2706 1.7334
C: -3.4926 -2.6891 -0.6967
H: 7.7626 3.9332 0.6767
O: 6.8894 3.7195 -1.8238
C: -2.8224 -1.0863 -3.4717
H: 3.9359 -0.8374 1.4740
H: -2.5569 0.0073 -1.6748
N: -1.8112 -2.3347 0.5547
H: 5.4618 7.2020 -1.4222
H: -0.1463 -3.6234 3.0756
C: -0.3291 -3.4754 2.0505
H: -3.5639 -5.6015 -0.2319
C: 3.9937 -1.7869 1.9717
H: 2.6622 0.0854 4.2579
H: 2.5025 9.2177 -1.2648
N: -3.8642 -2.8332 1.6475
C: -0.8674 0.1089 -2.7726
H: -4.3657 -3.6991 1.5764
O: 6.4226 3.1066 2.8114
C: -5.4746 -5.2467 -1.0750
O: 4.5230 2.5596 -2.0929
H: -0.4407 -1.9411 -0.9582
C: 6.8068 3.4614 0.5029
H: 1.3669 -1.5427 0.8001
H: 3.2804 1.7026 0.0202
O: 0.2197 8.2108 -2.1417
O: 4.8192 7.9197 -1.2737
H: -1.0189 -4.2323 1.7756
H: 1.5764 -4.3270 1.7726
C: -1.0804 -2.2137 1.8287
O: 0.1283 5.7714 -3.0368
O: -0.1900 0.2852 -1.7770
H: 2.4520 4.4737 -3.0642
H: 2.1781 0.3232 2.6096
C: 2.0124 -0.2380 3.4944
C: 2.4283 5.4895 -2.6931
C: -2.3116 0.0531 -2.6973
H: -4.5165 -7.0004 -0.3664
C: 1.2879 7.6344 -2.1283
O: -0.4068 -0.0880 -3.9674

Entry 5:
This record from the OMol25 dataset describes a cluster of 2 separate species, C4H6N2OS in total. The level of theory is ωB97M-V/def2-TZVPD.

HOMO-LUMO gap = 7.865 eV
E_HOMO = -8.32 eV
DFT total energy = -738.7001 a.u.
charge = 0
LUMO energy = -0.0169 hartree
2S+1 = 1

Atoms and positions in Å:
N: 1.4810 -1.2529 -0.2334
C: 0.2377 0.7758 0.1665
H: 1.8560 1.7052 -0.9819
C: 1.4733 1.7311 0.0916
C: -1.0726 -1.3679 0.3559
C: 0.3496 -0.6289 0.0870
H: 3.2882 -1.2865 -0.9371
H: -1.4400 -1.5275 1.5441
H: 2.3063 1.1303 0.8443
O: 2.6043 -0.5087 0.0006
N: -1.0019 1.1900 0.0243
S: -2.2741 0.0683 -0.2240
H: 1.3821 2.8570 0.4317
H: -1.1241 -2.5220 -0.0636

Entry 6:
This record from the OMol25 dataset describes the ion C4H5FNO6S with charge -1. The level of theory is ωB97M-V/def2-TZVPD.

HOMO-LUMO gap = 8.214 eV
SMILES = COC(=O)O[S@@](=O)([O-])=C(F)C(N)=O
E_HOMO = -4.77 eV
DFT total energy = -1159.6732 a.u.
charge = -1
LUMO energy = 0.1265 hartree
2S+1 = 1

Atoms and positions in Å:
F: -0.3217 0.1120 2.0392
C: -0.6399 0.0572 0.6823
O: -2.8064 -0.7607 1.4252
C: 2.5505 -0.8272 0.3416
N: -2.5243 -0.3720 -0.7339
H: 1.9846 -0.2209 1.2433
H: 2.6591 -1.9227 0.8417
O: -1.0588 2.3489 -0.8380
C: -2.0137 -0.4062 0.5583
H: 3.4984 -0.3697 0.1075
H: -1.7316 -0.2033 -1.3848
S: -0.2679 1.6557 0.1318
H: -3.2895 -1.0210 -0.9742
O: 0.2908 2.4622 1.1811
C: 0.8473 -0.1448 -1.1285
O: 1.5824 -1.1040 -0.6736
O: 0.0470 -0.3764 -2.0522
O: 1.1937 1.0930 -0.7666